# C74H105BN13O23

A 19-piece molecular cluster, C74H105BN13O23 overall at a distorted geometry (ωB97M-V/def2-TZVPD, OMol25).

Positions of all 216 atoms, in Å:
H 5.407 -2.169 -1.405
C -4.020 -0.281 1.818
H 1.107 -2.288 7.414
C -3.560 -1.628 1.588
C 4.478 -4.175 -1.329
C 3.827 -1.717 -5.836
H -0.061 6.079 6.361
O -1.631 7.421 2.212
H -8.042 -0.761 -4.571
H 1.602 -2.898 -4.354
C 1.505 3.367 -7.214
C -4.965 -2.821 -2.934
C -2.705 1.945 -2.635
C -0.783 6.888 1.300
H 5.434 7.364 0.411
C -6.165 -5.457 -5.319
N -2.854 3.613 6.026
H 4.707 9.045 0.691
C 0.649 2.293 -4.825
C 2.430 -3.386 -6.262
C -1.342 -2.080 -7.935
H 0.997 -1.723 5.680
H 3.929 -3.593 5.476
H -1.089 -0.925 -4.640
C 0.083 -4.258 2.619
H 2.562 1.664 -2.553
H 2.770 3.184 2.916
H -5.391 -2.429 1.358
H 4.741 -4.354 -2.372
H -7.404 -1.032 -2.917
N 6.823 -4.146 4.567
H 4.501 1.546 -0.923
O -3.511 -8.259 -0.463
H 1.902 3.806 -8.117
C 5.799 0.727 -2.342
C -0.356 0.539 6.131
H 2.361 1.460 -7.689
H 0.457 0.968 5.546
H 5.281 0.534 4.768
O -0.168 7.508 0.404
H -4.438 -5.125 -7.629
H -4.167 -6.285 -5.335
C 4.517 -1.454 5.182
C 1.368 1.471 -5.745
H 4.948 3.374 -3.614
H -0.341 -2.388 6.522
H -2.693 -4.843 -2.758
O 1.130 -0.979 1.308
C -1.521 3.034 -1.104
H -2.045 -4.394 -0.631
H 0.210 3.790 5.412
C -4.514 -2.711 1.940
H -6.343 -6.117 -4.469
H 0.279 1.876 -3.900
H -3.409 2.922 0.136
C 0.131 -0.394 7.163
O -2.977 1.521 -3.760
H -0.518 2.614 -1.027
O 0.127 2.043 2.962
H 3.492 -1.086 5.139
C 4.437 -2.951 4.757
H 2.819 2.114 0.904
H -2.566 -1.726 2.023
O -2.067 -6.522 -0.198
C 0.529 -1.747 6.665
H -1.374 -6.006 -2.912
H -4.163 -4.849 -4.597
C 5.796 -3.617 4.656
C 3.452 7.754 -0.520
H -3.078 -4.524 -6.715
H 4.830 -2.466 0.943
O 3.228 -2.359 -6.818
O -1.725 -1.682 -2.090
N -5.064 -3.909 -2.486
H -4.608 -3.639 -6.745
C -0.840 -1.155 -1.460
C 4.423 -2.595 -1.209
H -2.292 4.538 2.116
O -3.148 -6.772 -2.116
H -4.800 -0.796 -2.534
C 5.201 -0.447 4.299
H 4.786 -0.217 3.318
C -4.443 3.899 4.138
H 0.516 -3.626 1.857
C -3.940 -4.201 1.788
H 3.109 -2.618 0.702
H -2.417 -1.565 -5.353
C -4.874 -1.474 -3.385
H -2.431 -2.094 -7.960
C 3.958 3.290 -3.165
C -0.281 -3.719 3.852
N -7.403 -6.548 -7.397
H -4.739 3.662 3.127
H -5.748 -1.816 -5.312
H 2.054 7.131 5.247
H -2.222 1.666 0.382
H -1.567 -6.386 5.277
C -0.673 -6.400 3.338
C -1.483 5.124 2.552
C 4.542 7.978 0.539
H 5.699 2.553 3.557
C -4.654 -5.317 -5.450
N 5.358 4.047 0.125
C 0.923 5.610 6.387
C -2.999 -7.259 -0.877
O 0.144 1.100 0.828
H -0.906 -7.442 3.174
C -4.744 5.116 6.257
H -7.594 -2.420 -3.955
C -4.163 -4.633 -6.696
N -0.817 -4.205 -4.660
N 6.925 0.499 -2.684
C -1.071 -3.120 -4.940
O -0.888 -0.903 -0.116
C -1.707 -5.387 -0.930
H -0.619 -5.377 -0.991
H -2.904 -4.349 2.093
H 4.918 4.097 3.345
O 0.937 -0.777 -3.100
H 0.004 3.652 7.127
C 1.061 -0.232 2.456
C 3.595 1.798 -2.875
H 0.138 -6.045 1.332
C 1.804 3.244 6.514
C 4.689 3.251 0.691
H 4.907 -1.337 6.193
N -0.848 -4.504 4.802
C 4.750 3.074 3.681
H -1.059 -1.778 -8.943
H -6.028 5.351 4.547
O 1.550 -0.695 3.479
O -1.917 3.044 -2.470
H 3.259 3.754 -3.861
H -3.399 -1.742 0.516
C -0.777 -1.213 -6.739
N -2.146 -0.429 4.461
H 3.127 1.611 3.316
C -2.208 -5.695 -2.283
C -1.334 -1.688 -5.379
H 4.390 3.234 4.698
C -3.570 4.561 6.692
H 2.912 -4.155 -4.273
C 3.608 2.488 2.884
H -5.865 -0.156 -4.848
H -1.254 4.048 -0.807
H 2.726 -4.392 -6.560
N 2.784 2.627 6.703
C -2.075 6.419 3.125
C -2.648 2.330 -0.371
C 0.419 3.635 -5.101
C -6.835 -6.042 -6.467
H -6.597 -4.514 -4.984
H 1.639 0.449 -5.523
C 1.935 6.051 5.339
O 2.368 5.779 2.070
C -0.147 -5.585 2.267
O 4.607 -0.808 -6.030
H -3.840 -1.409 -3.722
C -7.363 -1.354 -3.958
H 6.200 -0.865 4.184
H -1.865 6.537 4.188
N 0.835 4.166 -6.305
H 5.251 -4.601 -0.691
O -0.697 5.611 1.452
O 2.693 6.664 -0.041
H -0.998 -0.155 -6.883
H 3.906 7.608 -1.501
C 0.649 4.088 6.365
N -4.430 0.767 2.018
C 1.814 2.031 -6.953
H 3.728 -2.145 -1.919
C 0.347 1.103 2.140
H -0.271 4.215 -4.505
H -0.190 -2.661 4.045
H -0.943 4.531 3.290
H -3.945 -4.556 0.757
C 4.025 -2.252 0.240
H 1.351 5.830 7.365
H 2.703 8.546 -0.536
C -1.055 -5.791 4.536
H -3.161 6.415 3.028
H -0.656 -0.541 7.903
H -1.038 -3.127 -7.957
H 0.301 -1.359 -6.794
O -3.229 1.584 -1.431
H 3.663 1.266 -3.824
N 2.186 -5.353 -0.667
C -5.178 4.825 4.957
H -0.955 1.304 6.624
C 4.410 1.003 -1.863
C -5.923 -1.170 -4.452
B 0.379 -0.245 0.267
C 0.539 -0.705 -1.958
H 3.968 -1.165 0.302
H 4.274 1.306 1.157
H 3.911 3.962 -2.308
C -1.316 0.003 5.220
H 3.895 -3.056 3.817
C 3.211 -4.826 -0.953
O 3.859 7.432 1.707
C 3.781 2.248 1.398
H -3.242 4.759 7.702
H -5.132 5.901 6.889
O 3.617 -2.305 -4.613
H 1.687 5.660 4.353
O 1.201 -0.155 -0.967
H 4.093 0.009 -1.547
H -2.770 2.495 4.298
H 1.371 -3.212 -6.453
H 2.939 5.679 5.543
H -4.522 -4.955 2.319
H 0.975 -0.039 7.754
C -3.346 3.267 4.787
C 2.549 -3.251 -4.762
C 2.923 6.573 1.300
H -4.851 -2.526 2.960

Forces on atoms 1 to 6 (eV/Å):
H 0.0494 -0.2155 -0.1067
C -0.1934 -0.3320 0.1829
H 0.4077 0.1152 -0.2251
C 1.7803 -0.1822 -1.2124
C -0.0725 1.3091 -0.4876
C 3.0503 1.5611 0.8482

Total charge: -1
Multiplicity: 1
Calculated total energy (Eh): -5350.17174
Orbital gap (eV): 8.99
E_LUMO (Eh): 0.0412